Entry 1:
25
Properties=species:S:1:pos:R:3:nbo_charge:R:1 method="wB97M-V/def2-TZVPD" e_lumo_ev=0.53 e_above_lowest_kcal_mol=157.5 charge=0 orbital_gap_ev=9.048
C 0.02 3.27 -1.41 -0.179
C -0.01 2.23 -0.80 -0.039
C -1.91 -0.12 0.05 0.125
C -1.06 0.66 0.77 0.267
C -3.20 -0.60 0.55 0.371
C 2.05 -1.43 -0.03 -0.415
C 0.79 -1.67 -0.86 -0.453
C 1.71 -0.49 1.11 -0.227
C -0.09 -0.47 -1.23 0.162
C 0.19 1.01 -0.06 -0.012
N 1.48 0.92 0.64 -0.590
O -3.81 -1.36 -0.13 -0.504
O -1.45 1.36 1.89 -0.698
O -1.45 -0.80 -0.99 -0.476
H -0.17 4.03 -2.03 0.218
H -3.70 -0.25 1.54 0.137
H 2.29 -2.36 0.22 0.221
H 2.77 -0.97 -0.79 0.198
H 0.80 -2.19 -1.87 0.227
H 0.04 -2.23 -0.26 0.226
H 0.80 -0.66 1.73 0.202
H 2.52 -0.37 1.68 0.201
H -0.03 -0.07 -2.15 0.179
H -0.79 1.57 2.59 0.506
H 2.21 0.97 -0.15 0.354


Entry 2:
26
Properties=species:S:1:pos:R:3:nbo_charge:R:1 method="wB97M-V/def2-TZVPD" e_lumo_ev=-0.95 e_above_lowest_kcal_mol=44.2 charge=0 orbital_gap_ev=8.586
C 2.96 -1.37 1.13 -0.203
C 1.85 -2.16 1.41 -0.193
C 2.81 -0.08 0.63 -0.207
C 0.57 -1.71 1.16 -0.222
C 1.54 0.39 0.40 0.038
C 0.43 -0.43 0.63 0.110
C -0.42 1.55 -0.15 0.174
C 1.04 1.71 -0.10 -0.548
C -2.18 -1.17 -1.06 -0.625
C -2.06 -0.31 0.20 -0.241
N -0.74 0.25 0.29 -0.303
O -0.87 3.74 -1.46 -0.943
O -2.83 2.37 -0.89 -0.954
O -1.05 1.46 -2.33 -0.943
S -1.47 2.45 -1.34 2.420
H 3.95 -1.76 1.31 0.222
H 2.00 -3.14 1.83 0.223
H 3.68 0.52 0.40 0.224
H -0.28 -2.33 1.36 0.226
H 1.31 2.55 0.55 0.285
H 1.42 1.97 -1.10 0.306
H -2.06 -0.53 -1.93 0.257
H -1.43 -1.95 -1.09 0.203
H -3.17 -1.62 -1.09 0.222
H -2.24 -0.91 1.10 0.204
H -2.77 0.51 0.15 0.271


Entry 3:
52
Properties=species:S:1:pos:R:3:nbo_charge:R:1 method="wB97M-V/def2-TZVPD" e_lumo_ev=-0.02 charge=0 orbital_gap_ev=9.599
O 2.81 -4.18 5.80 -1.140
P 3.49 -4.09 4.55 2.174
O 4.98 -4.45 4.65 -0.986
O 3.41 -2.64 3.98 -0.990
P 2.56 -5.44 3.16 -0.187
B 0.74 -4.98 3.63 0.924
O -0.12 -5.96 3.94 -0.874
B -0.31 -5.89 5.29 0.972
O -0.48 -4.65 5.81 -0.884
B -0.43 -3.65 4.92 0.951
I -1.50 -1.84 5.38 -0.055
O 0.26 -3.71 3.77 -0.915
H 5.12 -4.90 5.48 0.527
H 2.71 -2.21 4.47 0.521
H 2.82 -4.93 1.88 0.048
H -0.29 -6.86 5.95 -0.084
C -1.70 0.82 -0.46 -0.135
C -2.47 0.30 -1.68 0.596
C -3.99 0.17 -1.55 0.520
F -4.32 -0.70 -0.58 -0.317
F -4.49 -0.28 -2.72 -0.321
F -1.94 -0.88 -2.07 -0.307
F -2.26 1.20 -2.69 -0.338
O -1.11 -0.14 0.37 -0.505
C -1.83 -0.74 1.36 0.849
C -1.96 -2.24 1.10 0.504
F -2.55 -2.46 -0.08 -0.319
F -2.72 -2.78 2.08 -0.322
F -3.03 -0.15 1.50 -0.318
F -1.16 -0.58 2.51 -0.317
H -0.86 1.38 -0.87 0.228
H -2.29 1.54 0.11 0.210
H -4.44 1.15 -1.33 0.142
H -0.97 -2.70 1.11 0.151
C -0.32 3.84 -4.15 -0.137
C 0.60 4.02 -5.37 0.595
C 1.89 3.20 -5.42 0.520
F 2.70 3.50 -4.38 -0.321
F 2.54 3.48 -6.56 -0.320
F 0.89 5.33 -5.52 -0.309
F -0.13 3.64 -6.45 -0.326
O -0.19 4.79 -3.11 -0.505
C 0.75 4.64 -2.15 0.848
C 1.75 5.79 -2.18 0.503
F 2.36 5.84 -3.38 -0.315
F 2.69 5.57 -1.23 -0.321
F 1.35 3.44 -2.23 -0.319
F 0.12 4.69 -0.95 -0.325
H -1.33 3.98 -4.52 0.231
H -0.28 2.82 -3.76 0.210
H 1.66 2.13 -5.40 0.142
H 1.25 6.74 -2.00 0.151


Entry 4:
24
Properties=species:S:1:pos:R:3:nbo_charge:R:1 method="wB97M-V/def2-TZVPD" e_lumo_ev=0.77 smiles="C=C(Br)N(C)c1ccccc1C" e_above_lowest_kcal_mol=0.0 charge=0 orbital_gap_ev=8.934
C 0.57 -2.50 -0.43 -0.531
C -0.55 -1.94 -0.86 0.161
Br -1.96 -3.11 -1.45 0.022
N -0.88 -0.61 -0.83 -0.510
C -1.71 -0.05 -1.88 -0.409
C 0.02 0.30 -0.20 0.223
C 0.77 1.16 -1.01 -0.252
C 1.60 2.11 -0.47 -0.217
C 1.70 2.22 0.91 -0.197
C 0.97 1.37 1.72 -0.207
C 0.12 0.41 1.19 -0.039
C -0.65 -0.45 2.14 -0.635
H 1.40 -1.89 -0.11 0.219
H 0.69 -3.56 -0.38 0.224
H -1.88 1.00 -1.67 0.216
H -1.25 -0.15 -2.87 0.185
H -2.68 -0.55 -1.90 0.221
H 0.69 1.07 -2.09 0.216
H 2.16 2.77 -1.11 0.215
H 2.35 2.96 1.35 0.212
H 1.05 1.46 2.79 0.210
H -1.54 -0.88 1.67 0.228
H -0.96 0.12 3.02 0.219
H -0.03 -1.28 2.49 0.227